No. 1
ORCA calculation (ωB97M-V/def2-TZVPD) on a molecular structure, C16H22BeN3OPS2.

Structure (ORCA input):
```
! RIJCOSX wB97M-V def2-TZVPD def2/J DEFGRID3
* xyz 2 1
C 1.76140 -3.39413 -0.20130
C 0.26955 -3.03943 -0.41044
S -0.77498 -3.60317 0.96581
C -1.80764 -2.21839 1.56816
C -1.42776 -0.85346 1.09716
C -2.37866 -0.05658 0.39618
P -4.03758 -0.65760 0.05492
C -4.83834 0.55118 -1.07501
C -3.87327 -2.18144 -0.97722
C -2.03649 1.26117 -0.02744
C -0.70687 1.80757 0.20622
N -0.42910 3.06703 -0.25650
C 0.79832 3.43304 -0.01315
C 1.76607 2.63527 0.69615
C 3.15608 3.13792 0.92452
C 4.01847 2.83629 -0.35101
C 4.43303 1.37319 -0.42962
N 3.53878 0.38405 -0.92378
O 5.52330 1.03943 -0.08468
N 1.46762 1.44694 1.16278
C 0.20751 1.01377 0.89794
C -0.16884 -0.29773 1.34928
S 1.04641 -1.16964 2.24695
H 1.92708 -3.90885 0.74313
H 2.32440 -2.46089 -0.15666
H 2.14148 -3.99627 -1.02122
H -0.05695 -3.60494 -1.28444
H 0.14350 -1.97943 -0.67060
H -2.83574 -2.45523 1.30372
H -1.78863 -2.19653 2.66164
H -5.12516 1.44235 -0.52348
H -4.10608 0.79271 -1.85772
H -5.68210 0.05428 -1.54654
H -4.72306 -2.19535 -1.65839
H -2.95181 -2.07507 -1.56066
H -3.89384 -3.09263 -0.38700
H -2.76194 1.88854 -0.53443
H 1.10758 4.41075 -0.36953
H 3.17944 4.19543 1.17315
H 3.56940 2.50781 1.71076
H 3.39114 3.04107 -1.22719
H 4.89048 3.47991 -0.37811
H 2.59731 0.74140 -1.04046
H 3.83154 0.04132 -1.83378
H 0.29784 -1.67988 3.24539
Be -0.98288 0.53421 -1.60352
*
```

Summary:
- orbital gap (hartree) = 0.1274
- total energy (eV) = -54806.733

=====

No. 2
ORCA calculation (ωB97M-V/def2-TZVPD) on 3 unconnected molecules or ions with the total composition C6H9N3.

Structure (ORCA input):
```
! RIJCOSX wB97M-V def2-TZVPD def2/J DEFGRID3
* xyz 0 1
C 0.57048 -0.35497 -1.92999
C 0.54389 -0.40488 -0.46962
N 0.63176 -0.41216 0.67177
H 1.52539 0.06254 -2.25299
H -0.23234 0.27765 -2.29622
H 0.47713 -1.35684 -2.33914
C -0.05535 3.47232 -0.72339
C -0.45913 4.86906 -0.85366
N -0.78067 5.96186 -0.95510
H 1.01340 3.37833 -0.90865
H -0.60161 2.87705 -1.45303
H -0.26416 3.09886 0.27623
C -0.60258 -3.46654 1.77559
C -0.03902 -3.81669 3.07757
N 0.42491 -4.10550 4.08020
H -1.49084 -4.04055 1.53837
H 0.16059 -3.63914 1.01185
H -0.82185 -2.40038 1.75021
*
```

Summary:
- orbital gap (hartree) = 0.4317
- energy relative to the best compared isomer or geometry (same formula, charge and spin) (eV) = 0.500
- total energy (eV) = -10837.127

=====

No. 3
ORCA calculation (ωB97M-V/def2-TZVPD) on 10 unconnected molecules or ions with the total composition C4H28NO11.

Structure (ORCA input):
```
! RIJCOSX wB97M-V def2-TZVPD def2/J DEFGRID3
* xyz -1 1
C 0.40048 0.53501 0.73898
O 0.73943 -0.73747 1.19810
C -0.86002 0.47398 -0.15818
C -1.09017 1.92376 -0.63787
C -2.34292 2.34899 -1.36189
O -3.50899 1.55401 -1.06329
N -2.03799 -0.01817 0.60715
H 0.15246 1.10617 1.64989
H 1.22915 0.97131 0.15831
H 0.69579 -1.48383 -0.75631
H -0.93757 -0.13085 -1.06609
H -1.00753 2.57348 0.25161
H -0.13593 2.22290 -1.05196
H -2.69351 3.36026 -1.15205
H -2.28032 2.29308 -2.45693
H -3.25775 0.89779 -0.38234
H -2.06484 0.21550 1.59252
H 0.70861 -1.83306 2.20101
H 1.74424 -2.29835 3.27788
O 0.85066 -2.47990 2.97116
H -2.07439 0.83380 4.12755
H -2.25107 1.95210 3.08953
O -2.66143 1.57013 3.86878
H -0.14115 -0.52787 3.03632
H -0.91998 -1.38285 4.05293
O -0.84323 -0.49200 3.70704
H 0.40584 2.34972 -3.76766
H 0.73043 2.46564 -2.48929
O 0.59294 3.12140 -3.18892
H -0.36266 -0.51647 -4.11290
H 1.07113 -0.06263 -3.63016
O 0.35615 0.09933 -4.25512
H 3.37110 0.45697 -1.75410
H 2.05999 -0.36635 -1.64243
O 2.52396 0.28888 -2.17463
H -0.34153 -2.22908 -1.49127
H 1.16865 -3.37527 0.44476
O 0.61484 -2.24507 -1.36687
H 3.04755 -1.56348 0.53137
H 3.36523 -2.44920 -0.47120
O 3.80461 -1.67619 -0.07549
H 2.14314 -3.18967 1.69787
H -2.01018 -1.02408 0.50726
O 2.04677 -3.53237 0.79695
*
```

Summary:
- orbital gap (hartree) = 0.3114
- energy relative to the best compared isomer or geometry (same formula, charge and spin) (eV) = 0.494
- total energy (eV) = -28616.269

=====

No. 4
ORCA calculation (ωB97M-V/def2-TZVPD) on 10 unconnected molecules or ions with the total composition C16H52N2O10.

Structure (ORCA input):
```
! RIJCOSX wB97M-V def2-TZVPD def2/J DEFGRID3
* xyz 0 1
N 0.76338 1.22619 -0.53429
C 1.33276 0.03714 -0.16425
N 2.29127 0.10994 0.80864
O 0.98287 -1.02731 -0.66729
H 1.15165 2.12577 -0.31119
H 0.03753 1.08853 -1.21410
H 2.41711 0.96065 1.33468
H 2.61000 -0.75845 1.19644
C -1.60519 -1.46827 -3.37988
C -1.32301 -2.88197 -2.92898
C -2.55768 -3.61193 -2.41780
O -0.83930 -3.66436 -4.00167
H -2.38384 -1.41958 -4.14600
H -0.69110 -1.10525 -3.87415
H -1.79741 -0.72821 -2.60230
H -0.65682 -2.81136 -2.05679
H -3.19366 -3.04031 -1.74904
H -2.31234 -4.61206 -2.05443
H -3.15023 -3.88696 -3.30618
H 0.01307 -3.30976 -4.27867
C -5.14034 -0.50734 -0.81601
C -4.14643 0.54209 -0.37465
C -2.85691 -0.09410 0.14672
O -3.88252 1.39533 -1.50724
H -5.22840 -1.28539 -0.06054
H -4.73465 -0.92795 -1.73767
H -6.10028 -0.04795 -1.04436
H -4.50680 1.18033 0.43927
H -2.75649 -1.14272 -0.16834
H -2.79798 -0.14067 1.23437
H -1.94009 0.32446 -0.26998
H -4.00239 2.30327 -1.22115
C 0.01977 1.89357 6.67922
C 0.56676 2.33114 5.32686
C 0.19613 1.36697 4.19952
O 0.12624 3.65254 5.05081
H 0.50278 1.00289 7.09348
H -1.05920 1.77102 6.73526
H 0.35824 2.66654 7.37987
H 1.65749 2.31539 5.39654
H 0.54184 0.37621 4.48194
H 0.62356 1.69386 3.24944
H -0.88880 1.41420 4.04722
H -0.71420 3.58836 4.58753
C 1.56862 -3.37836 1.56354
C 1.64153 -4.82030 2.01549
C 1.86137 -4.97590 3.50318
O 0.47942 -5.52278 1.56472
H 0.73643 -2.81710 1.98041
H 1.63178 -3.35325 0.47842
H 2.51323 -2.93692 1.90571
H 2.48863 -5.24975 1.46465
H 1.13137 -4.44477 4.11776
H 2.82725 -4.53260 3.76863
H 1.87976 -6.02437 3.80481
H 0.67174 -6.45680 1.68831
C 1.64037 1.94456 -4.23096
C 0.15683 2.22515 -4.15507
C -0.11582 3.69616 -3.90655
O -0.44025 1.85753 -5.40958
H 2.19067 2.34011 -3.36380
H 2.15171 2.48533 -5.03057
H 1.84820 0.87466 -4.28802
H -0.35969 1.66620 -3.36757
H -1.18463 3.84408 -3.74176
H 0.24981 4.35506 -4.69335
H 0.39642 4.01389 -2.99329
H -0.25804 0.92038 -5.53276
O 4.37494 2.46073 -0.60075
H 3.68793 2.28807 0.05902
H 4.20612 3.35790 -0.90037
O 2.62498 2.86654 1.71591
H 3.19523 3.32288 2.34243
H 1.86598 3.46518 1.57211
O 2.47893 -2.03108 -2.83562
H 1.98739 -1.52826 -2.16271
H 3.33617 -1.60023 -2.89104
O 0.62240 4.71604 1.03519
H -0.18242 4.68867 1.56455
H 1.16926 5.38883 1.45807
*
```

Summary:
- orbital gap (hartree) = 0.3329
- energy relative to the best compared isomer or geometry (same formula, charge and spin) (eV) = 0.514
- total energy (eV) = -40891.274

=====

No. 5
ORCA calculation (ωB97M-V/def2-TZVPD) on a molecular structure, C25H29ClN3O5PbS2.

Structure (ORCA input):
```
! RIJCOSX wB97M-V def2-TZVPD def2/J DEFGRID3
* xyz 1 1
Pb -0.43043 1.40471 0.53359
C -3.03397 -0.49407 4.38356
N -3.75605 0.34484 3.43873
C -3.12566 1.01772 2.46410
N -3.87623 1.81636 1.66982
O -1.88178 0.90842 2.33326
H -3.73306 -1.18635 4.84329
H -2.54778 0.09910 5.15918
H -2.27288 -1.05023 3.84235
H -4.72416 0.54256 3.62254
H -4.87866 1.77973 1.73260
H -3.50774 2.03213 0.75979
S 2.01811 0.63135 1.71337
C 2.94287 0.51050 0.18894
C 3.63323 1.65381 -0.20549
C 4.31445 1.65390 -1.41454
C 4.32514 0.51519 -2.20852
C 3.64160 -0.62284 -1.80380
C 2.93308 -0.62582 -0.61024
H 3.65107 2.52387 0.43922
H 4.84669 2.54287 -1.72678
H 4.86721 0.51583 -3.14502
H 3.62088 -1.50614 -2.42814
H 2.36210 -1.50586 -0.34082
Cl 4.22225 -0.00358 6.04791
C 3.04205 -0.47495 4.88513
C 3.38510 -0.71829 3.61861
C 2.33813 -1.03682 2.61496
C 1.04609 -1.54462 3.18476
C 0.23939 -2.32327 2.46516
C 0.74030 -1.15655 4.55594
C 1.67173 -0.62691 5.35636
H 4.40963 -0.62452 3.28356
H 2.70885 -1.66651 1.81308
H -0.70225 -2.68146 2.86479
H 0.49045 -2.63218 1.45879
H -0.25208 -1.37148 4.93128
H 1.45388 -0.36407 6.38287
C -0.56956 4.12249 -3.53712
C -0.48554 2.62052 -3.52473
C -1.48309 1.84266 -4.10287
C -1.39631 0.45792 -4.11106
C -0.31270 -0.15996 -3.50741
C 0.70546 0.59366 -2.93814
C 0.61418 1.97781 -2.94944
S -0.11706 -1.92604 -3.62504
O -0.77704 -2.31232 -4.83245
O 1.26792 -2.21022 -3.38639
N -0.92411 -2.65900 -2.39815
C -2.37410 -2.48970 -2.28197
C -2.87291 -1.76290 -1.01155
C -2.06696 -0.57037 -0.55511
O -2.55751 0.57836 -0.55607
O -0.88009 -0.78319 -0.11539
H -1.23736 4.47389 -4.32164
H 0.41185 4.56889 -3.69476
H -0.95605 4.49000 -2.58327
H -2.32486 2.32438 -4.58524
H -2.14712 -0.14090 -4.61051
H 1.58421 0.08367 -2.56057
H 1.43764 2.57369 -2.56796
H -0.41379 -2.60325 -1.52553
H -2.83800 -3.47518 -2.28297
H -2.71838 -1.97777 -3.17969
H -2.85286 -2.47385 -0.18239
H -3.89745 -1.43967 -1.17676
*
```

Summary:
- orbital gap (hartree) = 0.2891
- energy relative to the best compared isomer or geometry (same formula, charge and spin) (eV) = 0.000
- total energy (eV) = -80539.969

=====

Which of these has the highest orbital gap?
C6H9N3

=====

Look up the total energy of the first one.
-54806.733 eV

=====

Which of these has the highest orbital gap?
C6H9N3

=====

Among the records above, which one has the highest orbital gap?
C6H9N3